59
Properties=species:S:1:pos:R:3:forces:R:3 method="wB97M-V/def2-TZVPD" spin_multiplicity=1 homo_lumo_gap_ev=6.78 charge=-1 total_energy_ev=-78802.7538
H 3.488248 0.116253 -0.076013 0.0227 -0.0623 -0.0320
C 2.374888 -0.336052 -3.309420 0.0268 0.0396 0.0015
O -0.924103 1.931968 -0.095703 -0.1988 -0.0153 -0.1783
C -5.058413 -1.287901 -0.149958 0.0733 0.2004 0.0474
C -0.520801 2.217357 -1.368032 -0.0909 0.2631 -0.1166
C 0.575806 1.336644 -1.993159 -0.0173 -0.0792 -0.0105
F -0.406613 -2.352153 4.534450 0.0429 0.1568 -0.1213
C 2.162779 1.001486 -5.446420 -0.1108 -0.0958 0.0945
F -1.688985 2.706630 -3.502015 0.0186 -0.1428 0.1900
H 3.054749 -1.012794 -3.817448 -0.0125 -0.0172 0.0018
F 0.084350 4.300257 -2.538205 0.0523 -0.1291 0.1967
F -0.788840 -2.361399 0.450976 -0.0092 0.0481 0.1896
C 1.703942 -0.504634 0.943393 0.1100 0.0866 0.0457
C 1.239157 -1.062695 2.159002 0.0282 0.0634 0.0237
C 4.453614 -2.125250 3.901132 -0.1186 0.1118 -0.0701
H 5.047080 -0.849611 1.544194 0.0000 0.0398 -0.0145
F -0.128308 -3.485901 2.176545 -0.1762 0.2022 -0.1341
C 3.100911 -0.405156 0.787828 -0.0840 0.0096 -0.0011
O -0.933503 0.016644 1.971226 -0.0955 0.0961 0.1624
H 3.145124 0.608000 -5.710318 0.0275 0.0696 -0.0193
F -0.870768 4.469129 -0.610415 0.1062 -0.0924 -0.1664
Be -0.614067 0.609196 0.607315 0.7725 -0.1888 -0.2910
H 4.066394 -3.074474 4.274851 0.0652 -0.0186 0.0317
C 2.145200 -1.569573 3.082137 0.0857 -0.0186 -0.1751
C -5.150999 0.934006 0.676798 0.0129 -0.0441 0.0155
H 5.442175 -2.298824 3.474922 0.0157 -0.0142 0.0286
H 1.787114 -2.021297 3.997363 -0.0349 -0.0124 -0.0165
H -5.701493 1.792192 1.037207 0.0202 0.0164 -0.0010
F -2.083530 0.821515 -2.522706 -0.0002 0.1825 0.0948
C -0.266974 -1.080730 2.426636 -0.0718 -0.2464 0.0928
C 2.043437 -0.570668 -1.993035 -0.1617 -0.0155 0.0036
N 0.810207 0.009416 0.027275 -0.3644 -0.0621 0.1487
C -5.815713 -0.218806 0.293147 0.0049 -0.0104 0.0111
H -3.061834 -1.988807 -0.563528 -0.0502 -0.0297 -0.0016
C 3.516535 -1.540087 2.874144 0.0539 -0.0828 0.0986
N -3.052300 -0.054256 0.134939 0.0399 -0.1209 -0.0494
H 0.537507 2.404706 -3.855405 -0.0582 0.0072 0.0287
F 1.174072 3.768173 -0.745941 -0.1968 -0.0102 -0.0253
C 1.847720 0.753251 -3.993674 0.0112 0.0302 -0.0493
F -2.119971 -2.631632 2.132712 0.1687 0.0925 -0.0537
Cl -5.827339 -2.761350 -0.639698 -0.0489 -0.1415 -0.0415
F 0.132793 -0.255184 4.648962 -0.1400 -0.0792 -0.1167
C 1.158206 0.264125 -1.284425 0.1001 0.0858 -0.0554
H 2.432618 -1.444341 -1.488222 0.0547 0.0278 0.0212
C 0.952148 1.565688 -3.316143 0.1046 -0.1049 0.0013
C -0.833929 -2.394512 1.793664 -0.0445 -0.2785 0.0143
C -0.036101 3.698308 -1.330068 0.0907 0.2456 0.1648
F -2.868386 2.671476 -1.704744 0.1678 -0.0772 -0.0464
C -0.602558 -1.142685 3.951614 -0.1484 0.1881 0.2573
C -3.677540 -1.169724 -0.212783 -0.0558 0.0385 -0.0894
H 4.564576 -1.452532 4.755970 0.0577 -0.0421 0.0219
H 2.127790 2.066600 -5.676850 0.0662 0.0002 -0.0414
H -6.894521 -0.288803 0.333010 0.0018 -0.0300 0.0125
H -3.198851 1.850959 0.854024 -0.0163 0.0449 0.0083
H 1.427705 0.502391 -6.084605 0.0310 0.0299 -0.0499
C -1.790543 2.112735 -2.287255 -0.2691 0.0314 -0.0726
C 3.978201 -0.925483 1.717298 -0.0439 -0.0340 0.0494
C -3.767691 0.970828 0.584902 -0.0312 -0.0241 -0.0270
F -1.890359 -0.832590 4.168533 0.2161 -0.0875 0.0092